[1]
ORCA calculation (wB97M-V/def2-TZVPD) on a 2-piece molecular cluster, C3HF4N3O2S overall in a non-equilibrium geometry.

Output
2S+1 = 1
E_LUMO = -2.16 eV
Kohn-Sham gap = 8.2 eV
ΔE to the lowest compared entry with this formula, charge and spin = 0.00 kJ/mol
HOMO energy = -10.36 eV
Total charge = 0
Maximum force = 5.18 eV/A

Last column: Mulliken charge in e.
CARTESIAN COORDINATES (ANGSTROEM)
N  0.559  -0.677  0.130  0.143
C  -0.109  1.800  0.138  0.805
N  2.047  0.844  -0.276  -0.266
H  -0.243  -1.158  0.114  0.253
C  0.781  0.680  -0.057  0.177
F  0.303  2.872  -0.605  -0.239
O  -1.803  -1.877  0.495  -0.496
F  -1.424  1.599  -0.145  -0.249
O  -3.253  -0.745  -1.066  -0.296
F  -0.196  2.129  1.412  -0.251
F  1.965  -2.438  -0.019  -0.237
S  -3.170  -1.496  0.117  0.692
N  2.726  -0.331  -0.195  -0.503
C  1.817  -1.202  -0.043  0.468

---

[2]
ORCA calculation (wB97M-V/def2-TZVPD) on one molecule with the formula C21H28FN3O2S in a non-equilibrium geometry.

Output
2S+1 = 1
E_LUMO = 0.32 eV
Kohn-Sham gap = 8.3 eV
ΔE to the lowest compared entry with this formula, charge and spin = 77.77 kJ/mol
HOMO energy = -7.95 eV
Total charge = 0
Maximum force = 1.08 eV/A
SMILES = CC1(C)CC(=O)C(C(=S)Nc2ccc(F)cc2)=C(NCCN2CCOCC2)C1

Last column: Mulliken charge in e.
CARTESIAN COORDINATES (ANGSTROEM)
O  -2.148  2.643  1.258  -0.857
N  2.579  -2.700  -0.665  0.116
H  3.703  -1.705  0.847  0.213
C  1.156  3.533  0.190  1.927
H  2.293  1.809  0.795  0.449
N  -2.904  0.453  0.239  -0.144
H  1.515  -4.910  0.407  0.395
C  2.262  4.455  0.704  -2.130
H  0.507  -2.877  -0.531  0.254
H  3.157  -0.024  -0.659  0.541
C  3.773  -3.840  1.097  -0.754
C  0.678  1.106  -0.381  0.942
H  4.642  -2.562  -0.412  0.443
C  -4.084  -0.275  0.131  0.255
C  -1.706  0.286  -0.342  -0.030
C  0.082  3.351  1.253  -1.193
H  1.327  4.261  -1.842  0.430
C  -1.013  2.394  0.840  0.918
C  1.368  -2.776  0.131  0.022
H  0.601  -4.070  1.697  0.352
C  1.724  2.142  -0.081  -1.855
H  3.886  -4.734  0.465  0.369
C  -6.495  -0.201  0.230  -0.680
C  -5.275  0.439  0.286  -0.544
H  -5.231  1.506  0.450  0.382
C  -0.662  1.246  0.026  0.099
H  -5.409  -3.373  -0.236  0.429
H  0.105  5.090  -0.878  0.440
H  0.531  2.952  2.168  0.313
H  0.341  -0.606  -1.341  -0.303
C  2.439  -0.279  -1.444  -0.537
H  2.695  4.070  1.625  0.420
C  2.550  -1.783  -1.776  -1.556
S  -1.528  -0.933  -1.491  -0.575
O  2.600  -3.943  1.867  -0.397
H  -0.213  3.470  -1.494  0.405
C  0.555  4.123  -1.087  -1.897
C  -5.357  -2.305  -0.099  -0.746
H  2.701  0.290  -2.346  0.435
F  -7.712  -2.204  -0.032  -0.331
H  -7.419  0.344  0.341  0.418
H  3.471  -1.936  -2.345  0.457
H  1.231  -1.884  0.766  0.074
N  1.100  0.037  -1.029  0.203
C  3.738  -2.600  0.200  -0.471
C  1.465  -4.007  1.034  -0.819
H  -0.394  4.300  1.510  0.514
C  -4.137  -1.657  -0.044  -0.126
H  4.602  -3.785  1.804  0.359
C  -6.520  -1.570  0.028  0.356
H  1.706  -2.061  -2.413  0.478
H  -3.231  -2.232  -0.125  0.480
H  1.863  5.446  0.905  0.452
H  2.417  2.190  -0.924  0.804
H  -2.985  1.346  0.757  0.383
H  3.055  4.550  -0.035  0.417

---

[3]
ORCA calculation (wB97M-V/def2-TZVPD) on a 2-piece molecular cluster, C3H13N2OS overall in a non-equilibrium geometry.

Output
2S+1 = 1
E_LUMO = -2.98 eV
Kohn-Sham gap = 10.2 eV
ΔE to the lowest compared entry with this formula, charge and spin = 49.24 kJ/mol
HOMO energy = -13.14 eV
Total charge = +1
Maximum force = 2.56 eV/A

Last column: Mulliken charge in e.
CARTESIAN COORDINATES (ANGSTROEM)
C  0.726  0.067  -0.115  -0.105
H  -0.984  1.156  0.460  0.422
H  -3.427  2.277  -0.191  0.314
H  0.966  -2.114  -0.129  0.372
H  -2.621  1.824  -1.297  0.315
H  -0.498  -2.546  -1.901  0.234
C  0.837  -1.306  -0.860  -0.600
S  1.236  1.549  2.228  -0.202
H  -0.664  -0.176  1.301  0.320
H  -0.673  -0.997  -2.305  0.193
H  1.936  1.155  3.262  0.172
H  0.930  0.918  -0.739  0.304
H  1.664  -1.325  -1.559  0.368
H  -1.432  -0.172  -0.267  0.440
C  1.637  0.116  1.127  -0.928
H  1.467  -0.825  1.650  0.493
H  2.696  0.137  0.864  0.432
N  -0.446  -1.608  -1.527  -0.598
N  -0.682  0.174  0.333  -0.294
O  -2.670  1.694  -0.334  -0.652

---

[4]
ORCA calculation (wB97M-V/def2-TZVPD) on one molecule with the formula C3H3NO2 in a non-equilibrium geometry.

Output
2S+1 = 1
E_LUMO = 0.66 eV
Kohn-Sham gap = 12.2 eV
ΔE to the lowest compared entry with this formula, charge and spin = 119.16 kJ/mol
HOMO energy = -11.56 eV
Total charge = 0
Maximum force = 1.13 eV/A
SMILES = N#CCOC=O

Last column: Mulliken charge in e.
CARTESIAN COORDINATES (ANGSTROEM)
N  -2.456  1.212  0.355  -0.348
C  1.551  0.338  0.034  0.193
H  -1.000  -1.285  -0.913  0.261
H  2.362  0.790  -0.553  0.353
C  -1.635  0.434  0.118  0.215
O  1.570  0.129  1.215  -0.471
C  -0.606  -0.570  -0.189  -0.197
O  0.531  0.038  -0.797  -0.298
H  -0.317  -1.086  0.730  0.293

---

[5]
ORCA calculation (wB97M-V/def2-TZVPD) on C8H3Br4Cl3NO2SiTa as an isolated structure.

Output
2S+1 = 1
E_LUMO (spin up / spin down) = -8.18 / -8.18 eV
Kohn-Sham gap (spin up / spin down) = 6.9 / 7.0 eV
ΔE to the lowest compared entry with this formula, charge and spin = 89.00 kJ/mol
HOMO energy (spin up / spin down) = -15.12 / -15.14 eV
Total charge = +2
Maximum force = 0.57 eV/A

Last column: Mulliken charge in e.
CARTESIAN COORDINATES (ANGSTROEM)
H  0.828  -4.523  -4.445  0.321
C  0.953  1.222  0.730  -0.629
C  0.694  2.091  1.872  0.649
C  -1.746  1.787  1.542  -0.202
H  1.708  -3.048  -4.940  0.317
C  0.723  -3.494  -4.795  -0.847
Br  2.061  3.322  2.311  0.208
N  -0.575  -2.133  -3.014  -0.375
C  -0.109  0.662  0.092  0.851
Br  -1.051  3.886  3.262  0.111
Br  -3.534  2.054  1.970  -0.011
Cl  -0.278  -0.961  2.745  -0.110
H  0.163  -3.477  -5.732  0.323
Si  0.820  0.591  3.427  0.879
Br  2.659  0.879  0.100  0.081
C  0.001  -2.738  -3.805  0.564
Cl  0.087  1.300  5.145  -0.103
O  -2.335  0.210  -0.183  -0.501
C  -0.685  2.458  2.157  -0.307
Cl  2.770  0.183  3.532  -0.119
C  -1.432  0.912  0.516  0.497
Ta  -1.680  -0.959  -1.539  1.337
O  -0.043  -0.224  -0.948  -0.933

---

[6]
ORCA calculation (wB97M-V/def2-TZVPD) on one molecule with the formula C6H7N in a non-equilibrium geometry.

Output
2S+1 = 1
E_LUMO = -1.29 eV
Kohn-Sham gap = 5.7 eV
ΔE to the lowest compared entry with this formula, charge and spin = 572.75 kJ/mol
HOMO energy = -7.00 eV
Total charge = 0
Maximum force = 3.08 eV/A

Last column: Mulliken charge in e.
CARTESIAN COORDINATES (ANGSTROEM)
H  1.952  -1.890  0.004  0.246
C  1.166  -1.077  0.129  -0.476
C  1.018  1.382  -0.023  -0.571
C  -0.206  1.089  -0.414  -0.357
C  1.741  0.162  0.208  -0.043
H  -1.562  -0.192  -1.325  0.311
H  -2.696  0.773  0.373  0.302
C  -0.997  -0.091  -0.439  0.361
C  -0.158  -1.273  -0.280  -0.443
N  -2.162  -0.074  0.609  -0.776
H  -0.546  -2.148  -0.715  0.372
H  -1.599  0.312  1.437  0.360
H  1.428  2.306  0.400  0.341
H  2.769  0.210  0.469  0.371

---

Please write out number 6 again, unchanged.
ORCA calculation (wB97M-V/def2-TZVPD) on one molecule with the formula C6H7N in a non-equilibrium geometry.

Output
2S+1 = 1
E_LUMO = -1.29 eV
Kohn-Sham gap = 5.7 eV
ΔE to the lowest compared entry with this formula, charge and spin = 572.75 kJ/mol
HOMO energy = -7.00 eV
Total charge = 0
Maximum force = 3.08 eV/A

Last column: Mulliken charge in e.
CARTESIAN COORDINATES (ANGSTROEM)
H  1.952  -1.890  0.004  0.246
C  1.166  -1.077  0.129  -0.476
C  1.018  1.382  -0.023  -0.571
C  -0.206  1.089  -0.414  -0.357
C  1.741  0.162  0.208  -0.043
H  -1.562  -0.192  -1.325  0.311
H  -2.696  0.773  0.373  0.302
C  -0.997  -0.091  -0.439  0.361
C  -0.158  -1.273  -0.280  -0.443
N  -2.162  -0.074  0.609  -0.776
H  -0.546  -2.148  -0.715  0.372
H  -1.599  0.312  1.437  0.360
H  1.428  2.306  0.400  0.341
H  2.769  0.210  0.469  0.371

---

Copy entry 4 word for word.
ORCA calculation (wB97M-V/def2-TZVPD) on one molecule with the formula C3H3NO2 in a non-equilibrium geometry.

Output
2S+1 = 1
E_LUMO = 0.66 eV
Kohn-Sham gap = 12.2 eV
ΔE to the lowest compared entry with this formula, charge and spin = 119.16 kJ/mol
HOMO energy = -11.56 eV
Total charge = 0
Maximum force = 1.13 eV/A
SMILES = N#CCOC=O

Last column: Mulliken charge in e.
CARTESIAN COORDINATES (ANGSTROEM)
N  -2.456  1.212  0.355  -0.348
C  1.551  0.338  0.034  0.193
H  -1.000  -1.285  -0.913  0.261
H  2.362  0.790  -0.553  0.353
C  -1.635  0.434  0.118  0.215
O  1.570  0.129  1.215  -0.471
C  -0.606  -0.570  -0.189  -0.197
O  0.531  0.038  -0.797  -0.298
H  -0.317  -1.086  0.730  0.293

---

ΔE to the lowest compared entry with this formula, charge and spin of number 5 (C8H3Br4Cl3NO2SiTa)? 89.00 kJ/mol